# 1
Here is a 2-piece molecular cluster, C4H7S overall from the OMol25 dataset. Energies are from wB97M-V/def2-TZVPD.

Gap between HOMO and LUMO, hartree: 0.2425
LUMO, eV: 4.0
Energy relative to the best compared isomer or geometry (same formula, charge and spin), kcal per mole: 28.5

Geometry as ORCA input:
```
! wB97M-V def2-TZVPD RIJCOSX def2/J DEFGRID3
* xyz -1 1
C 0.86063 1.23143 -0.63262
C -0.43151 0.78061 -0.56512
C -0.80734 -0.28119 0.39844
C -2.12529 -0.54447 0.70897
H 1.54048 1.37208 0.25692
H 1.46067 1.38818 -1.54970
H -1.25494 1.10913 -1.25064
H -0.07422 -1.02342 0.75138
H -2.33264 -1.32718 1.48020
H -2.95689 0.01388 0.27126
S 2.45432 -1.13993 -0.11078
H 3.66672 -1.57913 0.24170
*
```

Results of the natural (NBO) charge analysis, in e, for atoms 1 through 4: -0.3131 -0.3222 -0.1909 -0.4624

=====

# 2
Here is a 2-piece molecular cluster, C4H8 overall from the OMol25 dataset. Energies are from wB97M-V/def2-TZVPD.

Gap between HOMO and LUMO, hartree: 0.4167
LUMO, eV: 1.3
Energy relative to the best compared isomer or geometry (same formula, charge and spin), kcal per mole: 34.9

Geometry as ORCA input:
```
! wB97M-V def2-TZVPD RIJCOSX def2/J DEFGRID3
* xyz 0 1
C -3.82996 -4.72554 1.77268
C -4.25125 -4.08304 0.66144
H -2.91023 -5.31753 1.70289
H -4.32966 -4.67350 2.74675
H -3.58609 -4.05538 -0.20920
H -5.19875 -3.53604 0.59627
C 1.79941 -4.30944 -5.36931
C 2.14152 -4.42123 -4.10092
H 1.88105 -3.38773 -5.95668
H 1.34869 -5.18357 -5.85302
H 2.62518 -3.61422 -3.53876
H 1.92916 -5.35600 -3.56957
*
```

Results of the natural (NBO) charge analysis, in e, for atoms 1 through 4: -0.3905 -0.3902 0.1928 0.1974

=====

# 3
Here is a single C4H8 molecule from the OMol25 dataset. Energies are from wB97M-V/def2-TZVPD.

Gap between HOMO and LUMO (alpha / beta), hartree: 0.3208 / 0.2970
LUMO (alpha / beta), eV: 0.9 / 0.6
Energy relative to the best compared isomer or geometry (same formula, charge and spin), kcal per mole: 76.6

Geometry as ORCA input:
```
! wB97M-V def2-TZVPD RIJCOSX def2/J DEFGRID3
* xyz 0 1
C -1.34434 0.10778 -0.67456
C -0.62234 -0.35452 0.54133
C 1.45472 0.39427 -0.23105
C 0.85246 -0.51724 0.71462
H -2.35774 -0.31851 -0.69925
H -0.78239 -0.13970 -1.58449
H -1.48566 1.20044 -0.69229
H -1.18420 -0.21922 1.47086
H 1.21556 1.44984 -0.22113
H 2.03190 0.03030 -1.07893
H 0.96650 -0.09651 1.72774
H 1.25554 -1.53693 0.72716
*
```

Results of the natural (NBO) charge analysis, in e, for atoms 1 through 4: -0.6825 -0.0703 -0.3018 -0.5584

=====

# 4
Here is a 2-piece molecular cluster, C4H8 overall from the OMol25 dataset. Energies are from wB97M-V/def2-TZVPD.

Gap between HOMO and LUMO, hartree: 0.4126
LUMO, eV: 1.3
Energy relative to the best compared isomer or geometry (same formula, charge and spin), kcal per mole: 34.6

Geometry as ORCA input:
```
! wB97M-V def2-TZVPD RIJCOSX def2/J DEFGRID3
* xyz 0 1
C 1.67745 0.58913 -0.60104
C 1.55238 -0.00195 -1.77890
H 2.42847 0.29043 0.12469
H 1.06562 1.37980 -0.18327
H 2.22087 -0.81457 -2.03059
H 0.83618 0.30780 -2.52688
C -0.96811 -0.36712 1.02893
C -2.26132 -0.25458 1.31435
H -0.63791 -1.04502 0.25696
H -0.26006 0.25456 1.55779
H -3.03827 -0.68522 0.69490
H -2.61528 0.34675 2.14305
*
```

Results of the natural (NBO) charge analysis, in e, for atoms 1 through 4: -0.3805 -0.3915 0.1879 0.1934

=====

# 5
Here is C4H8 as an isolated structure from the OMol25 dataset. Energies are from wB97M-V/def2-TZVPD.

Gap between HOMO and LUMO, hartree: 0.3122
LUMO, eV: 0.1
Energy relative to the best compared isomer or geometry (same formula, charge and spin), kcal per mole: 133.6

Geometry as ORCA input:
```
! wB97M-V def2-TZVPD RIJCOSX def2/J DEFGRID3
* xyz 0 1
C -2.25623 0.28977 0.01373
C -1.27618 0.03053 -0.86966
C 2.36067 0.34827 0.24896
C -0.60367 -0.76526 0.12682
H -3.21527 -0.24315 0.08725
H -1.25122 -0.07912 -1.99757
H 2.98436 0.72871 1.13069
H 2.93636 0.37899 -0.62232
H 1.33030 0.94345 0.31618
H -0.75779 -1.82722 0.16630
H 1.79621 -0.55489 0.35105
H -2.04755 0.74992 1.04856
*
```

Results of the natural (NBO) charge analysis, in e, for atoms 1 through 4: -0.4451 -0.1731 -0.8689 -0.2675

=====

# 6
Here is C4H8AgLiO3 as an isolated structure from the OMol25 dataset. Energies are from wB97M-V/def2-TZVPD.

Gap between HOMO and LUMO (alpha / beta), hartree: 0.2395 / 0.2987
<S²>: 0.754
LUMO (alpha / beta), eV: -4.3 / -4.4
Energy relative to the best compared isomer or geometry (same formula, charge and spin), kcal per mole: 32.4

Geometry as ORCA input:
```
! wB97M-V def2-TZVPD RIJCOSX def2/J DEFGRID3
* xyz 1 2
C -0.30264 1.39565 0.54812
C -0.84281 0.67423 -0.70146
C -0.82958 -0.83461 -0.47480
C -0.00011 -1.56476 -1.44202
O 1.08978 -2.06476 -1.15178
O 0.12082 2.63888 0.40421
Li 0.51428 3.90768 -0.69065
Ag 2.70811 -2.19609 0.68880
H 0.72758 0.33484 1.37461
H -1.01569 1.24783 1.38819
H -0.21864 0.93525 -1.57252
H -1.84948 1.06712 -0.91573
H -1.76848 -1.35036 -0.25301
H -0.27402 -1.47392 -2.51102
O 1.16370 -0.84082 1.78547
H 0.97790 -0.82707 2.72830
H -0.20071 -1.04909 0.79528
*
```

Results of the natural (NBO) charge analysis, in e, for atoms 1 through 4: 0.0761 -0.4787 -0.5831 0.4842

=====

# 7
Here is C4H8AlB3O8 as an isolated structure from the OMol25 dataset. Energies are from wB97M-V/def2-TZVPD.

Gap between HOMO and LUMO (alpha / beta), hartree: 0.2971 / 0.1575
<S²>: 0.763
LUMO (alpha / beta), eV: 0.5 / -3.3
Energy relative to the best compared isomer or geometry (same formula, charge and spin), kcal per mole: 2.3

Geometry as ORCA input:
```
! wB97M-V def2-TZVPD RIJCOSX def2/J DEFGRID3
* xyz -1 2
Al -1.57247 1.32548 -2.16449
B -2.70796 2.91959 0.26769
H -3.34951 2.56242 1.05831
H -1.78093 2.36770 0.25064
H -3.20812 2.89628 -0.68811
H -2.54792 3.96281 0.49197
B -2.17977 1.46663 -5.12650
H -3.02990 1.41363 -4.46414
H -1.56701 0.57997 -5.07575
H -2.50056 1.74035 -6.11969
H -1.57592 2.27512 -4.74445
O 0.27543 -0.59742 -0.87344
C 0.85604 -1.18005 0.05069
O 1.60951 -0.63307 1.07935
B 2.00270 -1.69810 2.02045
O 1.45904 -2.95212 1.43449
C 0.73249 -2.69864 0.35423
O -0.08286 -3.41600 -0.24525
O 1.56215 -1.49463 3.43572
C 2.59305 -1.77303 4.29314
O 2.58351 -1.84749 5.50950
C 3.88681 -1.77622 3.39228
O 3.50194 -1.65616 2.07779
O 5.04024 -1.78704 3.78560
*
```

Results of the natural (NBO) charge analysis, in e, for atoms 1 through 4: 1.3010 -0.7254 0.0407 0.0014

=====

# 8
Here is C4H8AuO2 as an isolated structure from the OMol25 dataset. Energies are from wB97M-V/def2-TZVPD.

Gap between HOMO and LUMO (alpha / beta), hartree: 0.2381 / 0.2236
<S²>: 3.760
LUMO (alpha / beta), eV: -10.3 / -14.6
Energy relative to the best compared isomer or geometry (same formula, charge and spin), kcal per mole: 14.7

Geometry as ORCA input:
```
! wB97M-V def2-TZVPD RIJCOSX def2/J DEFGRID3
* xyz 2 4
H -1.18866 -1.27597 2.08495
C -1.35395 0.05924 0.32622
C -0.67557 -0.54440 1.44582
O 0.53444 -0.15676 1.84159
Au 1.65229 1.03268 1.41647
H -1.40107 -0.64894 -0.51648
H -2.25313 0.61104 0.62918
O 1.23116 2.94620 -0.35034
C -0.13195 2.58854 -0.09894
C -0.39004 1.26153 -0.75957
H 1.39154 3.85673 -0.08595
H -0.82968 3.35173 -0.48056
H -0.19016 2.48781 0.99790
H 0.53330 0.67987 -0.88610
H -0.98396 1.36257 -1.67774
*
```

Results of the natural (NBO) charge analysis, in e, for atoms 1 through 4: 0.3089 -0.1955 0.0069 -0.5114

=====

# 9
Here is a single C4H8BBrS2 molecule from the OMol25 dataset. Energies are from wB97M-V/def2-TZVPD.

Gap between HOMO and LUMO, hartree: 0.3531
LUMO, eV: 0.3
Energy relative to the best compared isomer or geometry (same formula, charge and spin), kcal per mole: 0.0

Geometry as ORCA input:
```
! wB97M-V def2-TZVPD RIJCOSX def2/J DEFGRID3
* xyz 0 1
B -0.22343 0.65261 1.73169
C 0.71235 0.62465 0.47413
C 0.37836 -0.45321 -0.66459
C -1.63841 -1.46037 -1.57517
C -0.95857 -0.37057 -1.26938
S -1.85801 1.39319 1.63310
S 0.30092 0.26472 3.42462
Br -3.45786 -1.46911 -2.25115
H 0.49653 1.54737 0.05309
H 1.70868 0.61155 0.68851
H 1.17432 -0.14873 -1.40114
H 0.68368 -1.44881 -0.20780
H -1.25504 -2.55633 -1.71493
H -1.41565 0.64413 -1.20422
H -1.95658 1.84428 0.41041
H 1.56377 0.33143 3.10517
*
```

Results of the natural (NBO) charge analysis, in e, for atoms 1 through 4: 0.2778 -0.7270 -0.4076 -0.2375

=====

# 10
Here is C4H8Br2O as an isolated structure from the OMol25 dataset. Energies are from wB97M-V/def2-TZVPD.

Gap between HOMO and LUMO, hartree: 0.3449
LUMO, eV: 0.0
Energy relative to the best compared isomer or geometry (same formula, charge and spin), kcal per mole: 55.6

Geometry as ORCA input:
```
! wB97M-V def2-TZVPD RIJCOSX def2/J DEFGRID3
* xyz 0 1
C -0.32805 0.04549 -1.83795
C 1.93122 0.36990 1.32982
C -1.55967 0.09947 0.44750
C -0.36740 -0.39349 -0.41056
O 1.09614 0.77435 0.30877
Br -3.08900 -1.12837 0.11055
Br -0.01753 -2.15721 0.11123
H -0.09152 1.04903 -1.92166
H 0.33674 -0.71879 -2.32037
H -1.36360 0.00871 -1.98600
H 2.88827 1.04113 1.27644
H 2.30112 -0.66658 1.15773
H 1.47694 0.34103 2.23004
H -1.45584 0.23084 1.52248
H -1.75781 1.10448 -0.01801
*
```

Results of the natural (NBO) charge analysis, in e, for atoms 1 through 4: -0.7020 -0.2404 -0.5017 0.2365